1.
Computed, not measured: a 3-piece molecular cluster, C5H17NO2 overall in a non-equilibrium geometry, with wB97M-V/def2-TZVPD.

Each line ends with the Löwdin charge.
Cartesian coordinates (Å):
C: -2.38 -0.79 -0.43  -0.0934
C: -1.21 -0.94 0.52  -0.2628
N: 0.12 -0.86 -0.12  -0.2555
C: 0.34 -1.90 -1.13  -0.0810
C: 1.16 -0.91 0.90  -0.2948
C: 2.55 -0.77 0.33  -0.0883
H: -3.31 -0.95 0.12  0.0777
H: -2.46 0.27 -0.71  0.0660
H: -2.43 -1.25 -1.41  0.0646
H: -1.33 -1.86 1.13  0.1198
H: -1.21 -0.09 1.21  0.1099
H: -0.59 -2.18 -1.62  0.0693
H: 0.73 -2.83 -0.69  0.0931
H: 1.02 -1.53 -1.86  0.0745
H: 1.01 -1.78 1.55  0.1183
H: 0.95 -0.08 1.59  0.1116
H: 3.23 -0.43 1.11  0.0702
H: 2.62 -0.08 -0.51  0.0816
H: 2.89 -1.75 -0.04  0.0718
O: -0.11 2.27 -0.54  -0.0618
H: -0.34 2.14 -1.47  0.0446
H: 0.05 1.36 -0.25  0.0053
O: -0.70 5.29 0.70  -0.0683
H: -0.59 4.44 0.25  -0.0026
H: -0.02 5.23 1.37  0.0302

Results
* calculated total energy: -11045.4671 eV
* E_LUMO: 0.79 eV
* spin multiplicity: 1
* net charge: 0
* HOMO-LUMO gap: 9.93 eV
* SMILES string: CCN(C)CC.O.O
* energy relative to the best compared isomer or geometry (same formula, charge and spin): 18.21 kcal/mol
* HOMO: -0.3359 hartree

2.
Computed, not measured: a 3-piece molecular cluster, C5H17NO2 overall in a non-equilibrium geometry, with wB97M-V/def2-TZVPD.

Each line ends with the Löwdin charge.
Cartesian coordinates (Å):
C: 0.98 -0.42 2.14  -0.1119
C: 1.65 0.10 0.87  -0.2380
C: 0.79 0.25 -0.39  -0.3823
C: 1.71 0.47 -1.58  -0.0747
C: -0.42 -0.73 -0.47  -0.2576
N: -1.46 -0.02 -1.24  0.0039
H: 0.54 0.49 2.58  0.0726
H: 0.30 -1.25 2.01  0.0526
H: 1.55 -0.65 3.06  0.0709
H: 2.32 0.94 1.11  0.1106
H: 2.37 -0.69 0.56  0.1079
H: 0.23 1.18 -0.22  0.1079
H: 2.28 1.37 -1.31  0.0818
H: 2.53 -0.25 -1.64  0.0736
H: 1.29 0.58 -2.57  0.0743
H: -0.03 -1.54 -1.09  0.1012
H: -0.85 -1.20 0.39  0.0635
H: -2.01 0.51 -0.57  0.0542
H: -2.09 -0.63 -1.73  0.0599
O: -1.47 3.72 0.61  -0.0567
H: -1.50 3.82 -0.34  0.0381
H: -1.54 2.78 0.77  0.0072
O: -1.09 -3.25 -0.14  -0.0665
H: -1.66 -3.24 0.64  0.0535
H: -1.06 -4.19 -0.36  0.0539

Results
* calculated total energy: -11044.5247 eV
* E_LUMO: 0.42 eV
* spin multiplicity: 1
* net charge: 0
* HOMO-LUMO gap: 9.57 eV
* SMILES string: CC[C@@H](C)CN.O.O
* energy relative to the best compared isomer or geometry (same formula, charge and spin): 39.94 kcal/mol
* HOMO: -0.3364 hartree

3.
Computed, not measured: C5H17NO2 as an isolated structure in a non-equilibrium geometry, with wB97M-V/def2-TZVPD.

Each line ends with the Löwdin charge.
Cartesian coordinates (Å):
C: 1.81 0.15 2.27  -0.1061
C: 1.79 0.68 0.81  -0.1353
N: 0.05 0.21 0.18  0.0038
C: -0.07 1.58 -1.89  -0.0692
C: 0.17 0.19 -1.30  -0.5037
C: -0.87 -0.83 -1.80  -0.0630
H: 2.82 0.44 2.59  0.0730
H: 1.81 -0.93 2.34  0.0697
H: 1.07 0.56 2.95  0.0778
H: 2.44 1.56 0.77  0.1140
H: 2.22 -0.11 0.21  0.0930
H: 0.61 1.10 0.65  0.0472
H: 0.04 1.54 -2.98  0.0788
H: -1.07 1.90 -1.59  0.0829
H: 0.70 2.24 -1.48  0.0687
H: 1.15 -0.17 -1.63  0.1206
H: -0.75 -0.79 -2.89  0.0781
H: -0.66 -1.87 -1.54  0.0776
H: -1.91 -0.59 -1.56  0.0686
H: -3.38 0.14 0.83  0.0352
H: -2.39 -1.03 0.71  -0.0264
O: -3.33 -0.78 0.52  -0.1048
H: -0.46 -2.45 1.26  0.0430
H: -0.69 -0.96 1.07  -0.0122
O: -1.09 -1.78 1.51  -0.1114

Results
* calculated total energy: -11041.7993 eV
* E_LUMO: 0.42 eV
* spin multiplicity: 1
* net charge: 0
* HOMO-LUMO gap: 9.78 eV
* energy relative to the best compared isomer or geometry (same formula, charge and spin): 102.79 kcal/mol
* HOMO: -0.3441 hartree

4.
Computed, not measured: a 3-piece molecular cluster, C5H17NO3 overall in a non-equilibrium geometry, with wB97M-V/def2-TZVPD.

Each line ends with the Löwdin spin population.
Cartesian coordinates (Å):
C: -1.98 0.34 -0.58  0.0443
N: -0.92 -0.11 0.36  0.6471
C: -0.15 1.00 0.86  0.1057
C: 1.24 0.49 1.41  0.0088
C: 2.42 1.34 1.02  0.0101
O: 1.18 0.46 2.85  0.0024
C: -3.17 -0.55 -0.19  0.0484
H: -2.30 1.34 -0.22  0.0009
H: -1.78 0.42 -1.67  0.0211
H: -0.50 -0.95 -0.16  0.0173
H: -0.57 1.43 1.81  0.0412
H: 0.06 1.92 0.29  0.0343
H: 1.45 -0.59 0.95  -0.0008
H: 2.54 2.13 1.64  0.0002
H: 2.35 2.06 0.05  0.0019
H: 3.31 0.71 1.00  0.0022
H: 1.14 -0.46 3.23  0.0001
H: -3.41 -1.33 -0.84  0.0022
H: -2.90 -1.00 0.86  0.0042
H: -4.05 0.13 -0.13  0.0072
H: -0.46 -3.02 -1.09  -0.0002
H: 1.10 -3.10 -1.18  0.0000
O: 0.37 -2.82 -1.55  0.0014
H: 1.85 -0.15 -3.67  0.0000
H: 1.25 -0.02 -2.30  0.0000
O: 1.94 0.33 -2.77  0.0000

Results
* calculated total energy: -13081.9850 eV
* E_LUMO (spin up / spin down): -3.20 / -8.08 eV
* expectation value of S²: 0.755
* spin multiplicity: 2
* net charge: +1
* HOMO-LUMO gap (spin up / spin down): 11.30 / 6.41 eV
* energy relative to the best compared isomer or geometry (same formula, charge and spin): 40.71 kcal/mol
* HOMO (spin up / spin down): -0.5329 / -0.5322 hartree

5.
Computed, not measured: an isolated ion of composition C5H18BIN3O3P2 and charge -1 in a non-equilibrium geometry, with wB97M-V/def2-TZVPD.

Each line ends with the Löwdin charge.
Cartesian coordinates (Å):
N: -1.98 2.01 1.11  0.0802
C: -0.88 1.49 1.90  -0.7195
N: -1.36 0.39 2.75  0.0703
N: -0.49 2.60 2.81  0.0422
C: 0.33 1.10 1.00  -0.1781
B: -0.02 -0.28 0.15  -0.8121
C: 0.88 -1.58 0.65  -0.2352
C: 1.94 -2.11 -0.35  -0.3803
C: 3.10 -1.10 -0.59  -0.6792
I: 5.07 -1.99 -0.50  0.6465
P: 0.13 0.11 -1.75  0.8294
P: -1.65 -0.49 -2.83  0.3298
O: -2.83 -0.79 -1.95  -0.3888
O: -1.20 -1.77 -3.79  -0.2267
O: -2.06 0.78 -3.85  -0.2342
H: -2.43 1.26 0.61  0.0586
H: -1.66 2.72 0.48  0.0667
H: -2.01 -0.18 2.23  0.0565
H: -0.55 -0.15 3.01  0.0656
H: 0.09 2.17 3.52  0.0495
H: -1.34 2.85 3.30  0.0507
H: 0.62 1.91 0.32  0.0600
H: 1.18 0.94 1.70  0.0811
H: -1.18 -0.53 0.37  0.0399
H: 0.19 -2.39 0.94  0.0819
H: 1.43 -1.32 1.58  0.0812
H: 1.52 -2.48 -1.29  0.0872
H: 2.40 -3.00 0.12  0.0566
H: 2.95 -0.67 -1.58  0.0039
H: 2.97 -0.27 0.11  0.0431
H: 0.07 1.54 -1.85  -0.0940
H: -1.96 -2.07 -4.28  0.0473
H: -1.28 1.28 -4.05  0.0199

Results
* calculated total energy: -43448.4730 eV
* E_LUMO: 2.47 eV
* spin multiplicity: 1
* net charge: -1
* HOMO-LUMO gap: 7.17 eV
* HOMO: -0.1729 hartree

6.
Computed, not measured: C5H18F15KO24S5 as an isolated structure in a non-equilibrium geometry, with wB97M-V/def2-TZVPD.

Each line ends with the Löwdin charge.
Cartesian coordinates (Å):
K: 7.76 -0.36 1.99  0.9844
C: -0.52 -1.27 -0.02  -0.5719
F: -1.85 -1.54 0.06  0.0950
F: 0.09 -2.47 -0.13  0.0603
F: -0.15 -0.53 -1.07  0.1132
S: 0.20 -0.51 1.74  0.5210
O: 0.22 0.99 1.63  -0.4193
O: -0.70 -1.02 2.77  -0.3743
O: 1.60 -1.01 1.86  -0.4205
C: -4.21 0.99 -9.20  -0.6644
F: -5.23 0.17 -8.97  0.1159
F: -3.11 0.32 -9.13  0.1513
F: -4.38 1.51 -10.47  0.0438
S: -4.20 2.52 -7.98  0.4604
O: -5.52 3.12 -8.17  -0.3796
O: -4.04 2.06 -6.59  -0.3619
O: -3.09 3.34 -8.44  -0.3654
C: 4.77 7.01 -2.49  -0.5986
F: 4.70 8.37 -2.18  0.0538
F: 5.67 6.57 -1.63  0.1045
F: 3.62 6.32 -2.19  0.0851
S: 5.40 6.71 -4.27  0.4924
O: 6.58 7.62 -4.26  -0.3981
O: 5.83 5.31 -4.30  -0.3756
O: 4.39 7.12 -5.26  -0.3627
C: 7.05 -1.29 8.27  -0.6598
F: 6.89 -0.86 9.49  0.1406
F: 6.82 -0.25 7.46  0.0764
F: 8.35 -1.56 7.99  0.0724
S: 5.82 -2.73 7.73  0.4948
O: 6.19 -2.90 6.31  -0.3856
O: 6.15 -3.81 8.66  -0.3778
O: 4.43 -2.27 7.91  -0.3517
C: -9.08 -3.48 -1.62  -0.6715
F: -9.54 -2.74 -2.60  0.1381
F: -9.68 -4.69 -1.54  0.0800
F: -7.77 -3.74 -1.71  0.1162
S: -9.38 -2.63 0.09  0.4087
O: -9.05 -3.71 0.98  -0.3669
O: -8.46 -1.56 0.18  -0.3251
O: -10.78 -2.19 0.18  -0.3794
O: 3.95 -5.99 1.38  -0.0542
H: 4.40 -5.39 1.97  0.0273
H: 3.96 -5.55 0.53  0.0271
O: 1.29 6.54 3.50  -0.0629
H: 1.04 5.62 3.51  0.0339
H: 1.86 6.62 2.73  0.0296
O: 1.23 1.96 7.67  -0.0623
H: 1.34 1.08 7.31  0.0366
H: 0.42 2.28 7.29  0.0254
O: -3.13 -6.45 1.35  -0.0546
H: -3.42 -7.14 0.76  0.0175
H: -3.25 -5.64 0.86  0.0369
O: 2.65 0.41 -6.99  -0.0471
H: 2.86 0.07 -7.86  0.0211
H: 3.41 0.94 -6.74  0.0260
O: -0.31 -8.40 -4.00  -0.0512
H: -1.12 -8.37 -3.49  0.0315
H: -0.33 -9.26 -4.42  0.0197
O: -3.53 6.30 2.82  -0.0525
H: -3.23 5.86 3.61  0.0265
H: -2.80 6.87 2.57  0.0253
O: 4.58 0.73 -2.42  -0.0626
H: 3.75 0.42 -2.80  0.0357
H: 4.77 1.54 -2.89  0.0288
O: -4.04 -2.37 7.66  -0.0571
H: -3.60 -1.92 6.93  0.0371
H: -4.57 -1.68 8.07  0.0201

Results
* calculated total energy: -165880.5097 eV
* E_LUMO: 2.36 eV
* spin multiplicity: 1
* net charge: -4
* HOMO-LUMO gap: 4.00 eV
* HOMO: -0.0604 hartree